# 1
{"formula": "C16H28N5O8P2STa", "method": "ωB97M-V/def2-TZVPD", "homo_energy_ev": -20.76, "relative_energy_ev": 0.452, "fmax_ha_per_bohr": 0.0168, "gap_ev": 6.86, "total_charge": 4, "elements": ["Ta", "C", "N", "C", "C", "N", "C", "S", "C", "C", "C", "C", "C", "N", "H", "H", "H", "H", "H", "H", "H", "H", "H", "C", "C", "O", "P", "O", "O", "O", "P", "O", "O", "O", "H", "H", "H", "H", "H", "H", "H", "C", "N", "C", "C", "O", "N", "C", "C", "H", "H", "H", "H", "H", "H", "H", "H", "H", "H", "H", "H"], "positions_angstrom": [[-0.0400, 0.0530, 0.2289], [4.9194, -1.2559, -1.3803], [4.0608, -0.1537, -1.8543], [4.3662, 0.6205, -2.9576], [3.4001, 1.5502, -3.0808], [2.5021, 1.3505, -2.0327], [2.9316, 0.2874, -1.3116], [2.2733, -0.3792, 0.1593], [1.3867, 2.1997, -1.7996], [1.4554, 3.5153, -2.2103], [0.3259, 4.3152, -2.1199], [-0.8540, 3.7703, -1.6215], [-0.8246, 2.4709, -1.1846], [0.2736, 1.6759, -1.2512], [5.8993, -0.8551, -1.1290], [5.0210, -1.9931, -2.1735], [4.4855, -1.7203, -0.5007], [5.2397, 0.4389, -3.5635], [3.2648, 2.3069, -3.8339], [2.3822, 3.9248, -2.5875], [0.3688, 5.3510, -2.4344], [-1.7625, 4.3531, -1.5559], [-1.7148, 2.0267, -0.7445], [-3.3656, 0.3591, 3.4452], [-2.0854, 0.2146, 2.6551], [-2.2922, 0.1611, 1.1963], [-1.1677, -1.3657, 2.8757], [-0.5856, -1.6565, 4.2559], [-2.0745, -2.5550, 2.4741], [-0.1219, -1.1994, 1.7268], [-0.7460, 1.4814, 2.9770], [-1.3791, 2.8823, 3.1617], [0.1328, 0.9035, 3.9960], [-0.1275, 1.5213, 1.5063], [-4.0577, -0.4603, 3.2438], [-3.8506, 1.3093, 3.2141], [-3.1468, 0.3599, 4.5157], [-3.2190, 0.3384, 0.9726], [-0.0738, -0.9228, 4.6739], [-2.3023, -3.2274, 3.1430], [-1.3042, 3.3278, 4.0249], [-2.5703, -2.2817, -4.0508], [-2.3021, -1.5165, -2.8182], [-2.8489, -0.1566, -2.8160], [-1.5386, -1.9610, -1.8427], [-0.9073, -1.0302, -1.0825], [-1.3624, -3.2303, -1.5380], [-2.3462, -4.2728, -1.8817], [-0.1518, -3.7407, -0.8822], [-2.4257, -1.6057, -4.8926], [-3.5941, -2.6507, -4.0757], [-1.8717, -3.1052, -4.1526], [-3.8494, -0.1889, -3.2432], [-2.2355, 0.5100, -3.4237], [-2.9277, 0.2240, -1.8007], [-3.3107, -3.8319, -2.1115], [-2.4596, -4.9139, -1.0092], [-2.0066, -4.8867, -2.7144], [0.5003, -2.9362, -0.5595], [0.3931, -4.3751, -1.5815], [-0.4326, -4.3425, -0.0198]], "forces_ev_per_angstrom": [[-0.76, 0.39, 0.11], [0.12, -0.10, 0.01], [0.07, -0.03, -0.06], [-0.06, -0.03, 0.05], [0.05, 0.01, 0.01], [-0.02, 0.03, -0.06], [-0.08, 0.07, 0.08], [0.25, -0.08, 0.07], [0.00, -0.09, -0.09], [0.04, 0.10, -0.05], [-0.01, -0.05, 0.02], [0.01, 0.05, -0.03], [0.01, -0.01, 0.01], [0.19, 0.04, 0.09], [-0.03, 0.05, 0.00], [-0.04, 0.03, -0.03], [-0.04, 0.02, -0.01], [0.01, -0.03, 0.02], [-0.03, 0.00, 0.02], [-0.01, -0.01, 0.01], [0.00, 0.00, 0.00], [-0.01, -0.02, 0.01], [0.00, 0.02, 0.01], [-0.01, 0.01, 0.03], [0.19, 0.01, -0.11], [0.10, 0.09, 0.06], [-0.33, 0.00, 0.23], [0.04, -0.01, 0.07], [0.07, 0.00, 0.11], [0.32, -0.08, -0.38], [-0.13, -0.13, 0.20], [-0.02, -0.02, -0.05], [-0.04, 0.08, 0.01], [0.01, -0.47, -0.44], [0.01, -0.01, -0.01], [0.02, 0.00, -0.01], [0.00, 0.00, 0.00], [-0.02, -0.09, 0.00], [0.00, 0.01, -0.02], [-0.01, 0.01, -0.02], [0.02, 0.00, -0.02], [-0.03, -0.08, -0.13], [0.03, 0.14, 0.08], [0.01, 0.01, -0.02], [-0.22, -0.10, -0.08], [0.21, 0.17, 0.19], [0.17, 0.11, 0.06], [-0.11, -0.12, -0.06], [0.01, -0.03, 0.05], [0.01, 0.03, 0.03], [0.00, 0.01, 0.04], [0.01, 0.00, 0.04], [0.00, -0.02, 0.00], [0.02, -0.02, -0.01], [-0.02, -0.02, 0.00], [0.03, 0.03, 0.01], [0.03, 0.02, 0.02], [0.02, 0.03, -0.01], [0.01, 0.03, -0.04], [-0.03, -0.01, -0.01], [-0.03, 0.02, 0.00]]}



# 2
{"formula": "C16H29BN5O6", "method": "ωB97M-V/def2-TZVPD", "homo_energy_ev": -5.28, "fmax_ha_per_bohr": 0.0396, "gap_ev": 7.84, "total_charge": -1, "elements": ["C", "C", "O", "B", "O", "N", "C", "C", "C", "N", "C", "O", "C", "C", "C", "O", "C", "O", "O", "H", "H", "H", "H", "H", "H", "H", "H", "H", "H", "H", "H", "H", "H", "H", "H", "H", "H", "H", "H", "C", "C", "N", "H", "H", "H", "C", "C", "N", "H", "H", "H", "C", "C", "N", "H", "H", "H"], "positions_angstrom": [[-4.4052, -0.3114, 1.5345], [-3.3960, -0.4460, 2.6797], [-2.1311, 0.0770, 2.3318], [-1.1841, -0.8027, 1.8835], [-0.8823, -1.8785, 2.7080], [-0.5682, -0.5996, 0.5470], [-0.4884, -1.8148, -0.2573], [-1.8343, -2.2902, -0.7607], [-2.1303, -1.8560, -2.1500], [-2.6661, -3.0197, -0.1345], [0.7447, 0.0479, 0.5962], [1.5250, -0.3420, 1.7379], [2.7732, -0.8980, 1.4308], [2.7755, -2.3577, 1.0311], [2.0902, -3.2628, 2.0431], [4.1809, -2.6892, 0.9564], [0.5809, 1.5806, 0.6279], [0.9370, 2.1640, -0.4331], [0.1471, 2.0710, 1.6803], [-5.3354, 0.0851, 1.9297], [-4.0180, 0.3248, 0.7499], [-4.6530, -1.2851, 1.1254], [-3.7572, 0.1230, 3.5320], [-3.3527, -1.4831, 3.0107], [-0.9479, -2.7336, 2.2811], [0.0305, -2.6667, 0.2047], [0.0885, -1.5532, -1.1383], [-1.7166, -0.8730, -2.3396], [-1.6181, -2.5578, -2.8040], [-3.1876, -1.9300, -2.3711], [-2.2932, -3.2685, 0.7834], [1.3081, -0.1704, -0.3066], [3.3734, -0.8300, 2.3370], [3.2950, -0.3042, 0.6807], [2.3800, -2.4628, 0.0204], [2.7365, -4.1053, 2.2556], [1.8739, -2.7115, 2.9510], [1.1451, -3.6649, 1.6912], [4.2572, -3.4488, 0.3755], [-0.2422, 0.3384, -5.0287], [0.1180, -1.0224, -4.6658], [0.3867, -2.0625, -4.2690], [0.5003, 1.0263, -4.6405], [-0.3025, 0.4345, -6.1111], [-1.2046, 0.5961, -4.5914], [2.1840, 3.2535, -2.0540], [1.3529, 3.1805, -3.2448], [0.6455, 3.1047, -4.1438], [3.1261, 3.7449, -2.2901], [1.6636, 3.8148, -1.2809], [2.3793, 2.2500, -1.6819], [0.5056, 5.2499, 1.8877], [0.9372, 6.5448, 1.3789], [1.2761, 7.5649, 0.9783], [-0.5746, 5.2409, 2.0095], [0.7786, 4.4470, 1.1992], [0.9728, 5.0567, 2.8505]], "forces_ev_per_angstrom": [[-0.08, -0.41, 0.41], [-0.42, 0.36, 0.35], [0.09, -0.31, -0.45], [-0.11, 0.68, 0.10], [-0.76, -0.28, -0.10], [0.70, -0.57, 0.15], [0.06, -0.27, -0.08], [-0.18, 0.25, 0.10], [-0.22, -0.36, -0.11], [0.14, 0.03, 0.18], [-0.08, 0.77, 0.18], [-0.32, -0.48, -0.23], [0.19, 0.36, 0.38], [0.57, -0.20, -0.24], [-0.28, 0.10, -0.10], [-0.07, 0.13, -0.05], [-0.15, 0.12, 0.30], [-1.19, -0.86, 1.42], [0.02, 0.08, -0.07], [-0.16, 0.29, -0.09], [0.04, 0.20, -0.10], [0.14, -0.15, -0.32], [0.06, 0.16, 0.17], [0.29, -0.15, 0.02], [0.56, -0.08, -0.04], [0.00, -0.02, 0.27], [0.18, -0.11, -0.17], [-0.11, 0.25, -0.07], [0.18, 0.01, -0.21], [-0.22, 0.18, 0.01], [-0.05, -0.08, 0.02], [-0.07, -0.29, -0.21], [0.06, 0.01, 0.19], [0.04, 0.03, -0.26], [-0.35, -0.08, -0.03], [0.16, -0.14, 0.14], [0.02, 0.00, 0.26], [-0.13, -0.01, -0.13], [0.10, -0.07, -0.02], [-0.01, -0.23, -0.21], [-0.15, 0.30, 0.22], [0.22, -0.46, -0.10], [-0.02, 0.06, -0.06], [0.01, 0.07, 0.00], [-0.01, 0.00, 0.03], [1.08, 0.75, -0.99], [0.15, 0.04, 0.61], [-0.11, 0.19, -0.44], [0.10, 0.16, -0.27], [0.14, -0.16, -0.20], [-0.03, 0.31, -0.14], [0.08, -0.06, -0.13], [-0.05, -0.12, 0.06], [0.08, 0.22, -0.07], [-0.02, -0.06, -0.01], [-0.10, -0.06, 0.10], [0.00, -0.06, 0.00]]}



# 3
{"formula": "C16H29Cl2N2PSm", "method": "ωB97M-V/def2-TZVPD", "spin_multiplicity": 6, "homo_energy_ev": [-2.82, -2.81], "s2": 8.772, "fmax_ha_per_bohr": 0.0760, "gap_ev": [4.87, 4.86], "total_charge": -1, "elements": ["Sm", "Cl", "Cl", "H", "H", "P", "C", "C", "C", "C", "H", "C", "H", "H", "H", "H", "H", "H", "H", "C", "C", "H", "H", "H", "H", "H", "H", "C", "H", "C", "H", "H", "H", "H", "H", "H", "N", "C", "N", "C", "C", "C", "C", "C", "C", "H", "H", "H", "H", "H", "H"], "positions_angstrom": [[-0.2494, 0.0662, 1.8387], [-1.5602, 1.8474, 0.5951], [1.0242, -1.7568, 0.6386], [-1.6855, -0.9087, 1.0911], [1.2414, 1.0580, 1.2788], [-0.0213, -0.0634, -2.4813], [0.2799, 1.6921, -2.9219], [1.1609, -1.2259, -3.2489], [-1.8179, -0.4352, -2.6474], [1.2421, 2.3430, -1.9056], [-0.7181, 2.1505, -2.7699], [0.7221, 1.8506, -4.3808], [1.7162, 1.4137, -4.5453], [0.7807, 2.9155, -4.6494], [0.0296, 1.3776, -5.0873], [0.7658, 2.3474, -0.9138], [1.4439, 3.3827, -2.2063], [2.1991, 1.7994, -1.8260], [-2.2256, 0.4009, -2.0365], [-2.2387, -1.7576, -1.9691], [-2.2431, -0.3594, -4.1295], [-2.2042, 0.6625, -4.5369], [-3.2694, -0.7362, -4.2768], [-1.5801, -0.9853, -4.7487], [-1.4379, -2.1317, -1.3146], [-2.5338, -2.5115, -2.7136], [-3.0952, -1.5611, -1.3107], [2.5730, -0.9407, -2.7152], [1.1357, -1.0293, -4.3382], [0.7719, -2.6864, -2.9914], [2.9189, 0.0696, -2.9552], [3.2644, -1.6557, -3.1737], [2.6230, -1.0711, -1.6259], [0.7793, -2.9150, -1.9156], [1.5112, -3.3354, -3.4794], [-0.2178, -2.9393, -3.3877], [-0.6026, -1.5783, 6.0176], [-0.6482, -1.8140, 4.6845], [-0.3080, -0.7039, 4.0229], [-0.0205, 0.3066, 4.9453], [0.3328, 1.6573, 4.7299], [0.4851, 2.4519, 5.8779], [0.2794, 1.8882, 7.1522], [-0.0701, 0.5401, 7.3438], [-0.2048, -0.2358, 6.2028], [-0.7982, -2.2927, 6.7163], [-0.9235, -2.7608, 4.2283], [0.4720, 2.0498, 3.7146], [0.7620, 3.5143, 5.8018], [0.4002, 2.5437, 8.0245], [-0.2405, 0.0625, 8.2981]], "forces_ev_per_angstrom": [[-0.46, -0.19, -0.80], [-0.79, 1.25, -0.22], [0.78, -1.22, 0.04], [-1.29, -1.07, -0.62], [1.75, 1.40, -0.42], [0.20, -0.19, 3.90], [-0.16, -0.19, -0.72], [-0.32, 0.33, -1.31], [0.24, 0.37, -1.08], [-0.20, -0.07, -0.08], [0.38, -0.12, -0.17], [0.03, 0.58, -0.10], [-0.16, 0.06, 0.06], [0.11, -0.10, -0.04], [0.07, 0.00, 0.17], [0.31, -0.08, -0.28], [0.04, -0.13, 0.03], [-0.40, 0.23, -0.03], [0.10, -0.40, -0.52], [0.09, 0.24, 0.23], [-0.60, -0.11, 0.01], [0.05, -0.23, 0.21], [0.12, 0.14, -0.02], [-0.18, 0.11, 0.18], [-0.33, 0.01, -0.20], [0.21, 0.10, 0.16], [0.16, -0.14, -0.19], [-0.06, -0.10, 0.05], [0.37, -0.41, 0.06], [0.07, -0.04, 0.10], [-0.08, -0.13, -0.01], [0.07, 0.04, -0.03], [-0.18, 0.07, -0.21], [-0.02, 0.18, -0.25], [-0.10, 0.03, 0.05], [0.16, 0.09, 0.02], [0.10, 0.03, 0.36], [0.72, 2.36, -0.47], [-0.34, -1.59, 1.32], [-0.28, -0.62, -0.51], [-0.04, -0.02, 0.58], [-0.11, -0.56, -0.59], [-0.07, -0.35, 0.60], [0.23, 0.54, -0.19], [-0.31, -0.40, 0.75], [0.16, 0.65, -0.21], [0.11, 0.31, 0.08], [0.06, -0.01, 0.42], [-0.19, -0.66, -0.06], [-0.08, -0.40, -0.34], [0.07, 0.41, 0.29]]}